The following is a DFT calculation (ωB97M-V/def2-TZVPD) of C4H6N2 in the gas phase.

Last column: Mulliken charge in e.
Geometry (Å):
1 C 0.990 1.020 0.015  -0.33
2 C 1.336 -0.367 0.176  -0.21
3 C -1.450 0.004 0.559  -0.37
4 C -0.479 0.856 -0.208  -0.10
5 H 1.113 1.304 1.093  0.18
6 H 1.569 1.528 -0.693  0.40
7 H 2.291 -0.855 0.471  0.40
8 H -0.883 -0.467 1.509  0.23
9 H -2.517 0.288 0.615  0.28
10 H -1.080 1.588 -0.888  0.29
11 N 0.393 -1.254 -0.100  -0.48
12 N -0.804 -0.526 -0.666  -0.29

- energy above the lowest of the compared OMol25 structures with the same formula, charge and spin (kJ/mol) = 353.2
- E_HOMO (Ha) = -0.344
- electronic energy (eV) = -7221.9303
- charge = 0
- 2S+1 = 1
- strongest force on any atom (eV Å⁻¹) = 5.8
- SMILES = C1=NN2C[C@H]2C1

The following is a DFT calculation (ωB97M-V/def2-TZVPD) of C5H6 in the gas phase.

Last column: Löwdin spin population.
Geometry (Å):
1 C 1.535 -0.458 0.396  0.06
2 C -1.410 -0.501 -0.343  0.25
3 C 0.882 0.632 0.012  0.03
4 C -0.577 0.733 -0.110  0.23
5 C -1.236 0.019 1.019  1.34
6 H 2.607 -0.464 0.478  0.00
7 H 1.035 -1.376 0.649  0.01
8 H -2.354 -0.345 -0.843  0.03
9 H -0.950 -1.452 -0.578  0.02
10 H 1.431 1.539 -0.206  0.00
11 H -0.962 1.672 -0.476  0.02

- energy above the lowest of the compared OMol25 structures with the same formula, charge and spin (kJ/mol) = 0.0
- E_HOMO (alpha / beta) (Ha) = -0.289 / -0.345
- electronic energy (eV) = -5275.8137
- charge = 0
- 2S+1 = 3
- strongest force on any atom (eV Å⁻¹) = 2.2
- <S²> = 2.007

The following is a DFT calculation (ωB97M-V/def2-TZVPD) of a molecular structure, C16H38ClLaO4SiTm.

Last column: Löwdin spin population.
Geometry (Å):
1 La -0.489 -0.195 -2.114  0.00
2 Cl -0.969 2.136 -3.799  0.00
3 C -2.652 -0.353 -1.679  0.00
4 H -2.556 -0.840 -0.686  0.00
5 H -3.141 -0.993 -2.418  0.00
6 H -3.063 0.657 -1.621  0.00
7 Tm -0.141 0.309 -5.274  2.02
8 C 2.020 0.710 -5.752  0.00
9 C -1.447 -0.052 -7.026  0.00
10 C -0.153 -1.598 -4.128  -0.01
11 H -1.795 -1.097 -6.980  0.00
12 H -2.264 0.680 -6.918  0.00
13 H -0.785 0.145 -7.889  0.00
14 H 2.663 -0.112 -5.390  0.00
15 H 2.028 0.773 -6.861  0.00
16 H 2.281 1.675 -5.284  0.00
17 H -0.967 -2.347 -3.958  0.00
18 H 0.834 -2.026 -3.774  0.00
19 C 3.886 -0.466 2.207  0.00
20 C 2.714 -1.357 1.801  0.00
21 C 2.861 -1.790 0.340  0.00
22 C 2.562 -2.577 2.707  0.00
23 O 1.512 -0.620 2.145  0.00
24 Si 0.444 0.131 1.177  0.00
25 O 0.929 0.065 -0.352  0.00
26 O -1.073 -0.489 1.369  0.00
27 C -1.765 -1.308 2.460  0.00
28 C -2.033 -2.677 1.839  0.00
29 C -0.934 -1.433 3.732  0.00
30 C -3.057 -0.545 2.735  0.00
31 O 0.429 1.667 1.724  0.00
32 C -0.246 2.886 1.348  0.00
33 C -0.705 2.951 -0.114  0.00
34 C -1.448 3.020 2.285  0.00
35 C 0.819 3.951 1.625  0.00
36 H 4.827 -1.032 2.165  0.00
37 H 3.734 -0.114 3.233  0.00
38 H 3.963 0.407 1.547  0.00
39 H 3.765 -2.422 0.250  0.00
40 H 2.026 -2.414 -0.006  0.00
41 H 3.011 -0.955 -0.356  0.00
42 H 2.394 -2.225 3.733  0.00
43 H 1.687 -3.163 2.389  0.00
44 H 3.460 -3.200 2.670  0.00
45 H -1.090 -3.195 1.619  0.00
46 H -2.628 -3.302 2.526  0.00
47 H -2.591 -2.558 0.902  0.00
48 H -0.697 -0.455 4.169  0.00
49 H -1.525 -1.987 4.492  0.00
50 H -0.004 -1.997 3.583  0.00
51 H -2.836 0.429 3.193  0.00
52 H -3.593 -0.374 1.793  0.00
53 H -3.708 -1.116 3.414  0.00
54 H -1.496 2.215 -0.335  0.00
55 H -1.165 3.938 -0.305  0.00
56 H 0.131 2.867 -0.821  0.00
57 H -1.118 2.889 3.322  0.00
58 H -1.894 4.019 2.188  0.00
59 H -2.212 2.264 2.059  0.00
60 H 1.177 3.840 2.655  0.00
61 H 1.675 3.806 0.954  0.00
62 H 0.414 4.958 1.488  0.00

- energy above the lowest of the compared OMol25 structures with the same formula, charge and spin (kJ/mol) = 0.0
- E_HOMO (alpha / beta) (Ha) = -0.124 / -0.124
- electronic energy (eV) = -76192.8458
- charge = -1
- 2S+1 = 3
- strongest force on any atom (eV Å⁻¹) = 3.2
- <S²> = 2.003